1.
Entry from the OMol25 dataset: a cluster of 2 separate species, C3H4INO2 in total at a distorted geometry (ωB97M-V/def2-TZVPD).

Geometry as XYZ:
```
11
Properties=species:S:1:pos:R:3:lowdin_charge:R:1
C 1.94602 0.26303 -2.19674 -0.0923
C -0.13239 -0.11911 0.52904 -0.0591
C -0.03562 0.79696 -0.55805 -0.3247
N 0.71408 1.84898 -0.48412 -0.5351
O 3.06657 0.48867 -2.11891 0.0190
O 1.47115 2.08210 0.48895 -0.1219
I 0.91183 3.14504 -2.36557 0.7284
H 0.79903 0.20048 1.08903 0.1085
H 0.01244 -1.13569 0.23463 0.0848
H -0.89271 -0.04776 1.20161 0.0581
H -0.86851 0.74804 -1.31944 0.1342
```

The calculation puts the calculated total energy at -619.49848 hartree. The largest force on an atom is 4.96 eV Å⁻¹. As for the HOMO-LUMO gap: 7.55 eV. The energy above the lowest of the compared OMol25 structures with the same formula, charge and spin comes out at 4.023 eV.

---

2.
Entry from the OMol25 dataset: a cluster of 2 separate species, C3H4INO2 in total at a distorted geometry (ωB97M-V/def2-TZVPD).

Geometry as XYZ:
```
11
Properties=species:S:1:pos:R:3:lowdin_spin:R:1
C 1.06321 1.62062 -0.40265 0.0666
C -1.72911 -0.94407 -0.33669 0.0003
C -1.96775 -2.07819 0.23734 0.0003
N 1.62459 0.56457 -0.85021 0.7275
O 1.38053 2.33654 0.71382 0.0224
O -1.64473 0.13230 -0.79699 0.0030
I 2.97939 -0.66485 0.05531 1.1385
H 0.13401 2.16773 -0.87952 0.0313
H 2.10492 1.97569 1.17182 0.0100
H -1.51352 -2.20357 1.30337 0.0000
H -2.43154 -2.90679 -0.21561 0.0000
```

As for the multiplicity: 3. The calculation puts the calculated total energy at -619.44971 hartree. The largest force on an atom is 5.46 eV Å⁻¹. As for the HOMO-LUMO gap (alpha / beta): 7.00 / 6.47 eV. The energy above the lowest of the compared OMol25 structures with the same formula, charge and spin comes out at 1.219 eV.

---

3.
Entry from the OMol25 dataset: the ion C3H4IOS with charge -1 at a distorted geometry (ωB97M-V/def2-TZVPD).

Geometry as XYZ:
```
10
Properties=species:S:1:pos:R:3:lowdin_charge:R:1
C -0.64635 0.99701 -0.21795 -0.2581
C 0.31672 -0.07447 0.41096 -0.7558
I 2.35977 0.93605 0.08496 0.5167
C 0.30294 -1.39898 -0.29824 -1.0428
O 1.22375 -1.88692 -0.95074 -0.1257
S -1.11648 -2.15346 0.45144 0.3847
H -0.61118 0.91626 -1.38121 0.0947
H -1.70424 0.72569 0.27613 0.0819
H -0.36529 2.07341 0.08431 0.0385
H 0.24037 -0.13459 1.54034 0.0660
```

The net charge is -1. The calculation puts the calculated total energy at -887.87775 hartree. The largest force on an atom is 2.76 eV Å⁻¹. As for the HOMO-LUMO gap: 6.79 eV. As for the SMILES: C[C@H](I)C([O-])=S. The energy above the lowest of the compared OMol25 structures with the same formula, charge and spin comes out at 0.219 eV.

---

4.
Entry from the OMol25 dataset: a structure of composition C3H4KMgO4 at a distorted geometry (ωB97M-V/def2-TZVPD).

Geometry as XYZ:
```
13
Properties=species:S:1:pos:R:3:lowdin_charge:R:1
O 1.87438 0.54213 0.19599 0.0106
C 1.67502 -0.54230 0.83841 -0.6423
C 0.01864 0.41223 -0.82701 0.0733
O 1.05791 -0.54888 1.93854 -0.0979
O 1.32451 -1.46794 -0.06261 -0.0304
C 0.22128 -1.11071 -0.91353 -0.1301
H 0.56865 1.05027 -1.53186 0.1138
H -0.87445 0.56481 -1.45519 0.0782
H 0.48815 -1.41534 -1.93040 0.1481
H -0.63409 -1.68255 -0.53076 0.1314
O -1.33295 0.97882 0.92652 -0.6573
Mg -0.69254 0.12240 2.46551 1.0712
K -3.69451 3.09705 0.88638 0.9314
```

The net charge is +1. The calculation puts the calculated total energy at -1217.31945 hartree. The largest force on an atom is 7.66 eV Å⁻¹. As for the HOMO-LUMO gap (alpha / beta): 6.63 / 6.63 eV. The energy above the lowest of the compared OMol25 structures with the same formula, charge and spin comes out at 6.093 eV.

---

5.
Entry from the OMol25 dataset: a structure of composition C3H4LaO4 at a distorted geometry (ωB97M-V/def2-TZVPD).

Geometry as XYZ:
```
12
Properties=species:S:1:pos:R:3:lowdin_spin:R:1
C -0.56819 0.77701 0.13812 0.0036
O -0.85138 1.96169 0.28980 0.0375
O 0.52353 0.28217 0.67711 0.0028
C 0.79793 -1.06910 0.29940 0.0001
O 0.67232 -0.11874 -1.81862 0.0001
C 1.11148 -1.06110 -1.15364 0.0000
La -0.30391 4.43463 1.35889 0.9544
H 1.33680 -2.04281 -1.61256 0.0000
H 1.63471 -1.41927 0.91189 0.0000
O -1.59341 -0.25474 0.10449 0.0014
H -2.45356 0.10501 0.35727 0.0001
H -0.30632 -1.59475 0.44786 0.0000
```

As for the multiplicity: 2. The net charge is +2. The calculation puts the calculated total energy at -448.50439 hartree. The largest force on an atom is 5.24 eV Å⁻¹. As for the HOMO-LUMO gap (alpha / beta): 5.95 / 7.00 eV. The energy above the lowest of the compared OMol25 structures with the same formula, charge and spin comes out at 2.993 eV.

---

6.
Entry from the OMol25 dataset: a structure of composition C3H4LiNiO3 at a distorted geometry (ωB97M-V/def2-TZVPD).

Geometry as XYZ:
```
12
Properties=species:S:1:pos:R:3:lowdin_spin:R:1
O 1.74946 -0.62260 0.69258 0.0226
C 0.73514 -1.37057 0.65463 0.0161
C -0.48171 -1.10715 1.33592 0.0567
H 0.81013 -2.24996 -0.01715 0.0009
H 0.12402 1.59310 -2.70409 0.0004
H -0.38822 -0.44163 2.20803 0.0108
H -1.13722 -1.97245 1.47629 0.0086
Li 1.83698 1.18081 0.32472 0.0015
O 0.23502 1.53669 -0.64490 0.0717
C -0.43164 1.67984 -1.71067 0.0117
O -1.65746 1.42925 -1.68835 0.0348
Ni -1.39450 0.34466 0.07297 1.7643
```

As for the multiplicity: 3. The net charge is +1. The calculation puts the calculated total energy at -1858.04784 hartree. The largest force on an atom is 2.88 eV Å⁻¹. As for the HOMO-LUMO gap (alpha / beta): 9.82 / 8.05 eV. The energy above the lowest of the compared OMol25 structures with the same formula, charge and spin comes out at 0.000 eV.

---

7.
Entry from the OMol25 dataset: a structure of composition C3H4LiO3Pm at a distorted geometry (ωB97M-V/def2-TZVPD).

Geometry as XYZ:
```
12
Properties=species:S:1:pos:R:3:lowdin_spin:R:1
C 0.73735 -0.96766 0.25590 -0.0002
C 0.07944 0.24006 -0.34289 -0.0015
O -0.57878 0.95538 0.69658 -0.0040
C -1.29361 2.04212 0.38473 -0.0218
O -1.34134 2.37895 -0.82229 -0.0134
O 1.57912 -1.60644 -0.37014 -0.0001
H 0.68364 -1.05296 1.36025 0.0000
H -0.63074 -0.08745 -1.11779 -0.0001
H 0.84187 0.86116 -0.83819 -0.0001
Pm -2.95548 4.49745 0.25516 5.0414
Li 2.14131 -3.43307 -0.26358 0.0000
H 0.73722 -3.82754 0.80224 -0.0002
```

As for the multiplicity: 6. The net charge is +1. The calculation puts the calculated total energy at -957.89448 hartree. The largest force on an atom is 3.14 eV Å⁻¹. As for the HOMO-LUMO gap (alpha / beta): 2.00 / 2.11 eV. The energy above the lowest of the compared OMol25 structures with the same formula, charge and spin comes out at 2.557 eV.

---

8.
Entry from the OMol25 dataset: a structure of composition C3H4LiO3Zn at a distorted geometry (ωB97M-V/def2-TZVPD).

Geometry as XYZ:
```
12
Properties=species:S:1:pos:R:3:lowdin_spin:R:1
H 1.11162 1.01236 2.14140 -0.0001
C 0.41332 1.16835 1.29256 0.0010
C 0.03041 -0.19893 0.83356 0.0036
O 0.04448 -0.50504 -0.36568 0.0339
Li 0.96676 0.98344 -1.29847 0.0001
O 0.94714 1.93421 0.27819 0.0006
H -0.49814 1.60702 1.75048 0.0001
H -0.38437 -0.89994 1.58196 -0.0002
Zn 1.18919 3.73873 0.22170 0.0004
C -1.14342 -2.68668 -1.16351 0.7390
O -1.17599 -2.66505 -2.42648 0.1747
H -1.50099 -3.48848 -2.84571 0.0470
```

As for the multiplicity: 2. The calculation puts the calculated total energy at -2129.11464 hartree. The largest force on an atom is 3.15 eV Å⁻¹. As for the HOMO-LUMO gap (alpha / beta): 5.34 / 5.34 eV.

---

9.
Entry from the OMol25 dataset: a structure of composition C3H4LuO3 at a distorted geometry (ωB97M-V/def2-TZVPD).

Geometry as XYZ:
```
11
Properties=species:S:1:pos:R:3:lowdin_charge:R:1
C -0.75402 1.27021 0.63118 0.0715
C -0.80289 -0.03016 1.11224 0.0570
O -0.27204 -1.09300 0.49994 0.2002
C 0.62968 -1.06947 -0.50577 -0.6072
O 1.05330 0.05148 -0.97342 -0.0572
O 0.78342 -2.08629 -1.18563 0.0224
H 0.33565 1.07936 -0.37546 0.2383
H -1.05457 -0.26227 2.15006 0.1927
H -1.45573 1.42729 -0.19867 0.1622
Lu 2.43985 -1.28981 -2.59018 2.5774
H -0.90264 2.00268 1.43571 0.1427
```

The net charge is +3. The calculation puts the calculated total energy at -1576.56095 hartree. The largest force on an atom is 4.40 eV Å⁻¹. As for the HOMO-LUMO gap: 5.85 eV. The energy above the lowest of the compared OMol25 structures with the same formula, charge and spin comes out at 2.261 eV.

---

10.
Entry from the OMol25 dataset: a cluster of 2 separate species, C3H4N in total at a distorted geometry (ωB97M-V/def2-TZVPD).

Geometry as XYZ:
```
8
Properties=species:S:1:pos:R:3:lowdin_charge:R:1
C -0.33026 -1.50903 -0.07568 -0.2150
C -0.32562 -2.74126 -0.46814 0.2625
C -0.27306 -0.23024 0.15384 -0.0549
N -0.02255 1.06185 -0.40454 0.2581
H 0.87455 -0.54544 2.31199 0.2432
H 0.62460 1.51883 0.16796 0.1473
H -0.88302 1.55424 -0.36412 0.1767
H 0.33536 0.89105 -1.32131 0.1822
```

The net charge is +1. The calculation puts the calculated total energy at -170.77682 hartree. The largest force on an atom is 5.70 eV Å⁻¹. As for the HOMO-LUMO gap (alpha / beta): 6.22 / 6.22 eV. The energy above the lowest of the compared OMol25 structures with the same formula, charge and spin comes out at 8.905 eV.